Below is 3 unconnected molecules or ions with the total composition C39H66IN2O9P2S3 in a non-equilibrium geometry, with properties calculated with the ωB97M-V functional and the def2-TZVPD basis.

Each line ends with the Löwdin charge.
Element x y z (Å)
H1 -4.235 -3.189 9.611  0.075
C1 5.791 -1.949 -2.923  -0.031
H2 0.630 3.085 -3.853  0.108
H3 7.566 3.791 0.137  0.099
H4 2.480 8.229 -4.248  0.169
H5 -7.592 -2.488 3.685  0.075
H6 -2.450 -5.119 3.323  0.068
S1 3.740 2.028 -4.040  0.716
N1 5.237 0.529 -2.452  -0.118
C2 1.372 1.777 -1.719  -0.472
H7 0.866 0.994 -1.081  0.087
H8 2.453 6.130 3.042  0.082
H9 2.431 7.797 -1.454  0.129
C3 0.865 5.429 -8.093  -0.511
H10 2.681 4.335 -5.125  0.091
P1 -5.911 -4.523 6.090  0.736
H11 -4.853 -6.432 0.134  0.086
H12 3.685 -4.846 -2.823  0.101
H13 2.862 6.025 -1.353  0.130
C4 0.544 3.117 -1.673  -0.234
H14 -0.113 5.301 1.755  0.124
H15 -0.813 -6.789 -3.112  0.076
H16 8.209 -0.401 1.279  0.103
H17 2.836 4.257 -8.039  0.056
H18 -8.325 -3.907 7.905  0.112
C5 5.408 -3.349 -3.014  -0.065
O1 -5.743 -2.964 5.543  -0.259
N2 2.387 6.359 -5.176  -0.098
H19 -1.620 -4.546 -3.315  0.117
C6 -7.872 -1.993 7.004  -0.079
C7 -5.087 -4.902 8.617  -0.284
H20 1.383 3.319 -7.524  0.076
C8 7.681 0.322 0.603  -0.062
C9 4.114 1.432 -2.530  -1.004
H21 3.837 7.419 -6.316  0.117
C10 0.889 6.563 -0.453  -0.296
C11 2.025 6.748 -1.546  -0.132
C12 -1.413 -4.777 3.327  -0.082
H22 0.353 -6.384 -1.874  0.075
C13 3.476 -1.319 -2.237  -0.003
C14 0.479 3.882 -3.063  -0.174
O2 -1.133 -5.648 1.069  -0.237
C15 -6.733 -3.052 3.317  -0.082
C16 -3.871 -6.042 0.415  -0.073
C17 8.006 1.740 0.822  -0.075
P2 -1.071 -4.281 0.148  0.702
C18 2.145 7.166 -4.191  -0.030
H23 8.728 2.055 1.618  0.101
H24 -4.744 -5.855 8.208  0.104
O3 -6.008 -4.270 7.727  -0.256
H25 -4.647 -4.078 0.660  0.109
C19 -0.563 -5.596 2.378  -0.281
C20 0.577 6.195 1.833  -0.258
C21 3.097 6.578 -6.454  -0.388
C22 -8.311 -3.441 6.919  -0.267
H26 -5.203 -1.725 4.028  0.120
C23 1.639 4.935 -3.255  -0.259
C24 1.745 4.107 -8.242  -0.151
H27 -3.104 -4.536 9.403  0.078
S2 3.108 1.961 -1.097  0.878
H28 5.978 3.061 -1.765  0.093
H29 -3.706 -6.259 1.472  0.074
H30 0.274 7.497 -0.310  0.101
H31 0.997 4.613 -5.445  0.124
H32 -0.542 4.314 -3.272  0.086
H33 1.636 3.732 -9.290  0.080
H34 6.579 -1.222 -0.572  0.101
H35 -7.003 -4.111 3.364  0.071
O4 1.548 6.207 0.767  -0.178
H36 0.250 5.548 -9.030  0.089
H37 0.617 -5.835 -3.539  0.074
C25 -5.498 -2.770 4.152  -0.288
H38 2.026 -3.050 -2.163  0.079
C26 1.833 5.024 -4.822  -0.124
C27 3.081 -2.739 -2.353  -0.056
C28 4.855 -0.870 -2.523  -0.208
C29 6.122 0.834 -1.345  -0.205
C30 -3.918 -3.983 8.931  -0.074
H39 -0.262 -3.856 -2.456  0.085
H40 -4.659 -3.392 3.831  0.097
H41 -3.131 -6.599 -0.159  0.071
C31 4.021 -3.787 -2.744  -0.059
C32 6.766 -0.132 -0.460  -0.004
H42 -5.621 -5.138 9.540  0.117
H43 1.039 5.385 3.880  0.075
H44 -0.502 -6.626 2.736  0.122
H45 1.321 1.378 -2.770  0.066
O5 -1.679 -4.841 -1.292  -0.253
O6 -2.637 -3.869 0.611  -0.255
O7 -4.405 -4.768 6.114  -0.217
H46 -6.887 -1.886 7.456  0.070
S3 1.926 6.916 -7.847  0.862
H47 -8.574 -1.428 7.624  0.085
H48 2.654 -0.624 -1.945  0.067
H49 -0.525 2.871 -1.404  0.121
H50 -3.955 -4.341 -0.918  0.112
C33 7.336 2.714 -0.059  -0.072
H51 0.456 -5.203 2.326  0.108
O8 0.383 -4.398 -0.270  -0.226
H52 0.910 3.779 -0.836  0.093
H53 6.181 -4.102 -3.292  0.101
C34 -0.921 -4.726 -2.495  -0.287
H54 0.121 5.262 -7.268  0.061
H55 -1.029 -4.837 4.346  0.083
O9 -7.582 -4.277 6.005  -0.265
H56 -7.839 -1.530 6.016  0.072
H57 2.573 4.456 -2.865  0.120
C35 1.378 6.484 -2.987  -0.681
H58 6.841 -1.637 -3.144  0.116
H59 -1.423 -3.724 3.027  0.070
H60 0.147 5.756 -0.747  0.094
C36 -0.139 -6.000 -2.769  -0.070
C37 6.425 2.270 -1.118  -0.043
H61 1.136 7.237 3.677  0.078
H62 -9.345 -3.462 6.563  0.121
H63 3.729 5.680 -6.716  0.100
I1 -0.614 7.299 -3.223  1.052
H64 -6.563 -2.790 2.271  0.070
H65 -3.530 -3.487 8.040  0.071
C38 -3.809 -4.554 0.141  -0.267
C39 1.349 6.233 3.218  -0.064
H66 -0.104 7.098 1.779  0.119

## Properties
LUMO energy	-3.91	eV
total charge	+1
DFT total energy	-4486.776871	Eh
orbital gap	6.089	eV